C5H13NO2 | wB97M-V/def2-TZVPD

Properties
HOMO-LUMO gap ... 10.40 eV
Molecular weight ... 119.16 Da
Relative energy (zero: lowest compared OMol25 entry of this formula, charge and spin) ... 33.3 kcal/mol
HOMO energy ... -9.64 eV
LUMO level ... 0.0279 Ha
Structure (SMILES) ... C[C@H](CO)[C@](C)(N)O

```
21
C5H13NO2 | OMol25 | wB97M-V/def2-TZVPD
C 0.5578 0.0951 1.7285
C 0.7004 0.1581 0.2085
C 0.8214 1.5491 -0.3244
O 2.1017 2.0971 0.3251
C -0.6722 -0.4578 -0.5669
C -0.5347 -1.9839 -0.5811
N -0.8843 -0.0270 -1.9240
O -1.8337 -0.0865 0.1455
H 1.5082 0.3334 2.2147
H -0.1869 0.8121 2.0896
H 0.2608 -0.9028 2.0650
H 1.5620 -0.4375 -0.1095
H -0.0047 2.2094 -0.0543
H 1.0431 1.5828 -1.3914
H 1.8573 2.4613 1.1912
H -0.4013 -2.3880 0.4263
H -1.4394 -2.4571 -0.9837
H 0.3166 -2.2985 -1.1937
H -1.2499 0.9233 -1.8964
H -1.6498 -0.5670 -2.3259
H -1.8723 -0.6157 0.9570
```


C3H5ClN2 | wB97M-V/def2-TZVPD

Properties
HOMO-LUMO gap ... 9.08 eV
Molecular weight ... 104.54 Da
Relative energy (zero: lowest compared OMol25 entry of this formula, charge and spin) ... 66.9 kcal/mol
HOMO energy ... -8.43 eV
LUMO level ... 0.0239 Ha

```
11
C3H5ClN2 | OMol25 | wB97M-V/def2-TZVPD
C -0.1669 0.0850 -1.0063
C -1.1288 0.0137 0.1885
C 1.5308 0.1105 0.4999
N 1.0525 0.1125 -0.7479
N -0.4630 0.3131 1.3998
Cl -0.5076 2.0067 1.7331
H -0.5381 0.0977 -2.0199
H -2.0014 0.6397 -0.0214
H -1.4412 -1.0349 0.2466
H 1.9158 -0.8194 0.8876
H 2.0172 1.0117 0.8376
```


C7H10N2O2 | wB97M-V/def2-TZVPD

Properties
HOMO-LUMO gap ... 9.71 eV
Molecular weight ... 154.17 Da
Relative energy (zero: lowest compared OMol25 entry of this formula, charge and spin) ... 61.0 kcal/mol
HOMO energy ... -9.88 eV
LUMO level ... -0.0062 Ha
Structure (SMILES) ... CC(C)=CC#N.NC(=O)C=O

```
21
C7H10N2O2 | OMol25 | wB97M-V/def2-TZVPD
C 1.2748 -1.7099 -0.0440
C 1.1520 -0.2407 0.0150
C 1.7376 0.3164 1.3586
C 0.7699 0.5475 -0.9980
C 0.7623 1.9585 -1.0529
N 0.7233 3.1211 -1.0587
H 2.2463 -1.8751 -0.4468
H 0.6324 -2.1718 -0.7017
H 1.1067 -2.0435 0.8622
H 1.0575 0.2333 2.1330
H 2.0695 1.3335 1.4465
H 2.7167 -0.2191 1.6089
H 0.5428 0.0137 -1.9043
N -2.2137 -1.1253 -0.4399
C -2.3612 0.2139 -0.6124
O -2.7622 0.7924 -1.6264
C -1.8327 1.0876 0.5162
O -1.5088 0.7064 1.5886
H -1.7146 -1.3860 0.3512
H -2.5792 -1.8225 -1.1820
H -1.8195 2.2695 0.1868
```


C40H64O18 | wB97M-V/def2-TZVPD

Properties
HOMO-LUMO gap ... 9.71 eV
Molecular weight ... 832.93 Da
Relative energy (zero: lowest compared OMol25 entry of this formula, charge and spin) ... 19.6 kcal/mol
HOMO energy ... -9.66 eV
LUMO level ... 0.0017 Ha
Structure (SMILES) ... O=C1CCCO1.O=C1CCCO1.O=C1CCCO1.O=C1CCCO1.O=C1CCCO1.O=C1CCCO1.O=C1CCCO1.O=C1CCCO1.C1CCOC1.C1CCOC1

```
122
C40H64O18 | OMol25 | wB97M-V/def2-TZVPD
O 0.5335 -5.0480 -5.1209
C 0.6503 -4.2957 -4.2014
C 0.1772 -4.5188 -2.7647
C 0.9998 -3.4812 -1.9893
C 1.3037 -2.4287 -3.0422
O 1.2896 -3.1072 -4.3048
H -0.8679 -4.2259 -2.6645
H 0.3882 -5.5432 -2.4828
H 0.4199 -2.9761 -1.2180
H 1.9196 -3.9126 -1.5924
H 0.5755 -1.6177 -3.0086
H 2.2865 -1.9726 -2.9163
O -3.2994 -3.3560 -0.7044
C -3.9574 -2.4854 -0.2194
C -3.5099 -1.0784 0.1442
C -4.8276 -0.4137 0.5473
C -5.7180 -1.5755 0.9478
O -5.2459 -2.6825 0.1349
H -2.7983 -1.0027 0.9636
H -3.1075 -0.6375 -0.7670
H -4.7802 0.3545 1.3202
H -5.2947 0.0761 -0.3123
H -5.5826 -1.9292 1.9731
H -6.7801 -1.4271 0.7735
O 4.0151 -0.6113 -5.0164
C 4.7111 -0.5065 -4.0531
C 6.1743 -0.9378 -3.9466
C 6.6443 -0.1680 -2.7128
C 5.3618 -0.0503 -1.8925
O 4.3008 -0.0019 -2.8670
H 6.2150 -2.0191 -3.8141
H 6.6782 -0.6275 -4.8559
H 7.4796 -0.5930 -2.1627
H 6.9407 0.8240 -3.0638
H 5.1965 -0.9547 -1.3012
H 5.3149 0.8464 -1.2836
O -0.6048 2.1734 6.3588
C 0.2400 1.8517 5.5730
C 0.8610 2.7096 4.4895
C 2.2538 2.0582 4.3268
C 1.9400 0.5924 4.6840
O 0.7678 0.6139 5.5319
H 0.3308 2.4889 3.5573
H 0.8708 3.7444 4.8056
H 2.6622 2.1214 3.3250
H 2.8804 2.5004 5.1022
H 1.6069 0.0407 3.8007
H 2.7432 0.0789 5.2027
O 0.3637 3.9301 -6.6777
C 0.5453 3.7309 -5.5118
C 1.6244 4.2858 -4.6018
C 0.9223 4.3286 -3.2615
C 0.0199 3.0955 -3.3772
O -0.3731 3.0716 -4.7595
H 2.4689 3.5850 -4.6408
H 2.0587 5.2116 -4.9694
H 1.5679 4.2012 -2.3942
H 0.2864 5.2080 -3.1803
H 0.5234 2.1689 -3.0944
H -0.8602 3.2037 -2.7450
O 2.5683 -6.5618 2.4522
C 2.4384 -5.3841 2.3220
C 3.1486 -4.4932 1.3113
C 2.3722 -3.1830 1.3719
C 1.6254 -3.2768 2.7136
O 1.5470 -4.6575 3.0306
H 4.1794 -4.3879 1.6558
H 3.1230 -4.9382 0.3221
H 2.9687 -2.2736 1.3089
H 1.6961 -3.1398 0.5207
H 2.2163 -2.7485 3.4663
H 0.6161 -2.8756 2.6799
O -1.8622 -0.7990 3.0356
C -2.4456 -1.0133 4.0584
C -2.0843 -0.5846 5.4659
C -3.2242 -1.1636 6.3355
C -3.9589 -2.1030 5.3815
O -3.6138 -1.7077 4.0624
H -1.0728 -0.8931 5.7177
H -2.1414 0.5034 5.4377
H -2.9280 -1.6114 7.2789
H -3.8129 -0.2815 6.5966
H -3.6792 -3.1468 5.5560
H -5.0357 -2.0905 5.5555
O -0.8713 -0.1521 -3.9487
C -1.3073 -0.2824 -5.0593
C -0.6534 0.0978 -6.3547
C -1.8324 0.2326 -7.3261
C -2.8180 -0.7328 -6.7196
O -2.5656 -0.6969 -5.2920
H 0.0218 0.9408 -6.3227
H -0.1187 -0.8130 -6.6636
H -2.1687 1.2716 -7.3695
H -1.4948 0.0095 -8.3374
H -3.8806 -0.5915 -6.8853
H -2.5846 -1.7528 -7.0482
C -0.1082 0.2352 -0.3328
C 1.3746 -0.1455 -0.2411
C 1.9831 0.8622 0.7342
O 1.0196 1.9196 0.8853
C -0.2699 1.3616 0.6993
H -0.7866 -0.5761 -0.0783
H -0.3210 0.6409 -1.3186
H 1.7955 -0.0597 -1.2422
H 1.4920 -1.1525 0.1434
H 2.9033 1.3375 0.4008
H 2.0931 0.4183 1.7316
H -0.9590 2.0994 0.2788
H -0.6808 1.0509 1.6669
C -2.9421 3.3440 4.0386
C -2.5450 3.6969 2.6058
C -1.8023 5.0434 2.7022
O -1.5576 5.2818 4.0773
C -2.4568 4.5274 4.8766
H -2.4387 2.4210 4.3271
H -4.0111 3.1738 4.1692
H -3.3375 3.8131 1.8592
H -1.9165 2.9175 2.1787
H -2.3603 5.8914 2.3012
H -0.8478 4.9334 2.1824
H -3.3039 5.1291 5.2256
H -1.8896 4.2057 5.7489
```


C3H4O4Ru | wB97M-V/def2-TZVPD

Properties
HOMO-LUMO gap (spin up / spin down) ... 8.74 / 5.00 eV
⟨S²⟩ ... 12.01
Molecular weight ... 205.13 Da
Relative energy (zero: lowest compared OMol25 entry of this formula, charge and spin) ... 0.0 kcal/mol
2S+1 ... 7
HOMO energy (spin up / spin down) ... -18.32 / -19.43 eV
LUMO level (spin up / spin down) ... -0.3520 / -0.5304 Ha
Charge ... +2

```
12
C3H4O4Ru | OMol25 | wB97M-V/def2-TZVPD
O -0.3839 -1.5865 0.6486
C 1.2480 0.6697 -0.5177
C -1.4444 -0.7675 0.2070
O 2.0829 0.3664 -1.4155
O -0.0013 0.9092 -0.8785
C -1.0426 0.6492 -0.0014
H -2.2955 -0.7738 0.9093
H -1.7965 -1.2045 -0.7458
H -1.7670 1.4620 0.0475
Ru 3.4448 0.4741 -0.0086
O 1.6493 0.8278 0.6822
H 0.3062 -1.0261 1.0729
```